Run one
Entry from the OMol25 dataset: a 2-piece molecular cluster, C5H14 overall (ωB97M-V/def2-TZVPD).

Structure (XYZ):
```
19
Properties=species:S:1:pos:R:3
C 0.24970 -1.31189 1.58385
C 1.43699 -1.47410 0.62014
C 1.04920 -1.85630 -0.83393
H -0.49256 -0.86046 0.92927
H 0.43622 -0.63537 2.41532
H -0.12274 -2.23204 2.03802
H 1.74616 -0.42581 0.51672
H 2.23623 -2.06340 1.05964
H 1.12964 -0.97380 -1.45822
H 1.64720 -2.67471 -1.22546
H 0.02267 -2.22740 -0.84893
C -1.23899 2.43035 0.11215
C -1.32379 2.05816 -1.37859
H -1.87965 3.25174 0.38825
H -1.30304 1.51006 0.67111
H -0.20485 2.76132 0.24807
H -2.27854 1.79308 -1.83493
H -0.69790 2.59006 -2.09315
H -0.89572 1.03649 -1.45510
```

Values from the calculation:
SMILES: CCC.CC

Run two
Entry from the OMol25 dataset: a 2-piece molecular cluster, C5H14 overall (ωB97M-V/def2-TZVPD).

Structure (XYZ):
```
19
Properties=species:S:1:pos:R:3
C 1.36220 0.21703 -0.28043
C 2.61174 0.59482 -1.21604
C 2.85351 2.09382 -1.02794
H 1.87662 -0.50214 0.48845
H 1.21420 1.17662 0.29986
H 0.44402 0.04570 -0.79882
H 3.54272 0.01963 -0.92333
H 2.48827 0.41527 -2.30959
H 3.58752 2.31013 -1.81661
H 3.25756 2.47178 -0.00508
H 1.93879 2.53144 -1.32168
C -2.66961 -1.56758 0.47144
C -3.66725 -1.33298 1.73157
H -1.63664 -1.46228 0.81751
H -2.81258 -2.41119 -0.13272
H -2.79563 -0.75560 -0.26879
H -4.61753 -0.83571 1.59625
H -3.10387 -0.71973 2.48225
H -3.87402 -2.28902 2.21368
```

Values from the calculation:
SMILES: CCC.CC

Run three
Entry from the OMol25 dataset: a 2-piece molecular cluster, C5H14 overall (ωB97M-V/def2-TZVPD).

Structure (XYZ):
```
19
Properties=species:S:1:pos:R:3
C -2.13625 0.72617 1.68805
C -0.98492 0.65273 0.67369
C -1.14622 1.73336 -0.35912
H -3.10168 0.88171 1.19523
H -2.04170 1.62268 2.29954
H -2.23374 -0.20785 2.23830
H -0.04113 0.78552 1.21333
H -0.82282 -0.32693 0.21492
H -0.36499 1.74027 -1.11885
H -2.13390 1.85005 -0.80712
H -1.04064 2.70939 0.14489
C 2.21387 -0.83161 -1.23861
C 1.76548 -2.15024 -0.55185
H 1.40364 -0.42073 -1.82640
H 2.56799 -0.12225 -0.49726
H 2.93384 -1.14260 -1.99736
H 0.91351 -2.01952 0.10466
H 1.65549 -2.87727 -1.36323
H 2.59417 -2.60287 -0.01282
```

Values from the calculation:
SMILES: CCC.CC

Top of the stability list: run three, leading by 0.365 eV.

Run one
Entry from the OMol25 dataset: a 2-piece molecular cluster, C3H5BrO overall (ωB97M-V/def2-TZVPD).

Structure (XYZ):
```
10
C3H5BrO | the OMol25 dataset | ωB97M-V/def2-TZVPD
C -0.72809 -2.32067 -1.15232
C -0.74934 -2.47121 0.13527
C 0.35280 1.24595 0.50672
O 1.73360 1.41693 1.04653
Br -0.88763 2.68517 1.02869
H -1.24238 -2.96920 -1.90146
H -0.31113 -1.41640 -1.53962
H 0.28099 1.29572 -0.57497
H -0.11472 0.33604 0.84003
H 1.66590 2.19768 1.61112
```

Run two
Entry from the OMol25 dataset: C3H5BrO as an isolated structure (ωB97M-V/def2-TZVPD).

Structure (XYZ):
```
10
C3H5BrO | the OMol25 dataset | ωB97M-V/def2-TZVPD
C -2.91975 0.76175 -0.35904
C 1.96460 -0.17044 -0.07444
C 0.84636 -0.94845 0.50962
O -3.13273 1.64460 0.38338
Br -0.90321 -0.68387 -0.17940
H -3.50185 0.40668 -1.20960
H 2.88120 -0.72387 0.13752
H 2.08551 0.82817 0.35665
H 1.85279 -0.07725 -1.15363
H 0.82708 -1.03731 1.58894
```

Run three
Entry from the OMol25 dataset: a 2-piece molecular cluster, C3H5BrO overall (ωB97M-V/def2-TZVPD).

Structure (XYZ):
```
10
C3H5BrO | the OMol25 dataset | ωB97M-V/def2-TZVPD
C 0.13300 1.39114 -0.02561
C 0.37959 -1.12203 -0.46187
C -0.42525 0.00632 -0.02070
O 1.30988 1.55645 -0.15786
Br -2.29720 -0.25023 0.09380
H -0.54108 2.24279 0.12988
H -0.08062 -2.08915 -0.28295
H 1.24550 -1.15422 0.26696
H 0.43189 -0.99616 -1.62672
H -0.15571 0.41511 2.08507
```

Top of the stability list: run two, leading by 0.150 eV.